Entry from the Open Molecules 2025 dataset: one molecule with the formula C5H10O2 (ωB97M-V/def2-TZVPD).

CARTESIAN COORDINATES (ANGSTROEM)
O: -0.970 1.549 0.252
O: 0.794 -0.770 0.922
C: 0.232 -0.491 -0.370
C: 1.486 0.292 -0.797
C: -2.067 -0.512 0.607
C: 2.031 -0.139 0.570
C: -1.101 0.245 -0.289
H: 2.014 -0.091 -1.673
H: 2.857 -0.861 0.529
H: -2.244 -1.523 0.224
H: 2.290 0.668 1.266
H: 0.079 -1.423 -0.937
H: -1.636 -0.590 1.609
H: -0.575 2.112 -0.425
H: -3.021 0.018 0.670
H: 1.342 1.370 -0.900
H: -1.501 0.300 -1.318

Summary:
SMILES: C[C@@H](O)[C@H]1CCO1
Energy above the lowest of the compared OMol25 structures with the same formula, charge and spin in kJ/mol: 202.6
Calculated total energy in eV: -9440.9430
Maximum force in eV Å⁻¹: 0.38
Gap between HOMO and LUMO in eV: 10.42

Results of the natural (NBO) charge analysis, in e, for atoms 1 through 4: -0.714 -0.532 0.090 -0.455